Computed, not measured: a single C3H5N5O4 molecule, with ωB97M-V/def2-TZVPD.

Positions of all 17 atoms, in Å:
C  -0.45  1.49  1.41
N  0.55  1.04  0.42
N  -0.03  1.12  -0.89
N  -0.32  -0.11  -1.32
N  -1.41  -0.42  -2.23
O  -1.72  -1.57  -2.32
O  -1.84  0.49  -2.84
C  0.16  -1.11  -0.54
C  0.82  -0.67  0.54
N  1.62  -1.36  1.42
O  1.67  -2.57  1.35
O  2.32  -0.74  2.23
H  -0.50  2.58  1.30
H  -1.44  1.03  1.44
H  -0.11  1.33  2.50
H  0.67  1.56  -1.51
H  0.02  -2.10  -0.95

Output
Max |F| in eV/A: 5.6
HOMO in eV: -9.602
Net charge: 0
Structure (SMILES): CN1NN([N+](=O)[O-])C=C1[N+](=O)[O-]
Gap between HOMO and LUMO in eV: 8.27
M in g mol⁻¹: 175.1
Energy relative to the best compared isomer or geometry (same formula, charge and spin) in kcal per mole: 52.0

Atom charges from the Mulliken analysis, given in e for atoms 1 to 4: C -0.706; N -0.230; N -0.391; N 0.258

Computed, not measured: a single BrHIP molecule, with ωB97M-V/def2-TZVPD.

Positions of all 4 atoms, in Å:
P  -1.31  -0.46  -1.06
Br  -2.12  0.67  0.52
I  1.22  -0.73  0.30
H  2.20  0.53  0.24

Output
Max |F| in eV/A: 1.7
HOMO (spin up / spin down) in eV: -7.463 / -7.530
Net charge: 0
Gap between HOMO and LUMO (spin up / spin down) in eV: 6.42 / 6.41
M in g mol⁻¹: 238.8
Energy relative to the best compared isomer or geometry (same formula, charge and spin) in kcal per mole: 60.9

The molecule's Mulliken atomic charges, reported in e, are given here: P -0.064; Br -0.087; I 0.022; H 0.129

Computed, not measured: 2 unconnected molecules or ions with the total composition C16H25Cl2N2O2P, with ωB97M-V/def2-TZVPD.

Positions of all 48 atoms, in Å:
Cl  -3.95  3.58  1.80
C  -2.23  3.53  1.89
C  -1.48  4.64  1.73
C  0.02  4.63  1.88
O  0.63  5.71  2.02
C  0.59  3.30  2.06
Cl  2.29  3.21  1.95
C  -0.21  2.11  1.83
C  -1.70  2.15  2.12
O  -2.41  1.18  2.31
H  -1.97  5.59  1.83
H  0.25  1.21  2.16
C  3.68  -2.15  0.19
C  2.87  -0.95  -0.22
C  2.96  0.06  0.92
C  3.42  -0.31  -1.48
N  1.49  -1.35  -0.53
C  0.88  -2.40  0.29
C  -0.59  -2.44  -0.06
N  -0.82  -1.40  -1.06
C  -2.21  -1.11  -1.46
C  -3.03  -2.36  -1.40
C  -2.14  -0.55  -2.87
C  -2.91  -0.07  -0.59
P  0.60  -1.21  -1.95
H  -0.21  2.27  0.78
H  3.61  -2.92  -0.57
H  4.73  -1.87  0.26
H  3.40  -2.57  1.15
H  2.47  0.99  0.66
H  2.50  -0.28  1.85
H  4.00  0.33  1.15
H  2.88  0.60  -1.76
H  4.47  -0.04  -1.31
H  3.35  -1.02  -2.31
H  1.37  -3.33  0.03
H  1.01  -2.35  1.38
H  -0.85  -3.39  -0.53
H  -1.20  -2.44  0.85
H  -3.21  -2.73  -0.40
H  -4.01  -2.17  -1.84
H  -2.58  -3.14  -2.00
H  -1.59  0.40  -2.91
H  -1.64  -1.27  -3.52
H  -3.16  -0.37  -3.23
H  -2.48  0.93  -0.70
H  -3.97  0.03  -0.86
H  -2.86  -0.27  0.48

Output
Max |F| in eV/A: 4.3
HOMO in eV: -5.157
Net charge: 0
Gap between HOMO and LUMO in eV: 2.10
M in g mol⁻¹: 379.3

Atom charges from the Mulliken analysis, given in e for atoms 1 to 4: Cl -0.215; C 0.406; C -0.581; C 0.230

Computed, not measured: 7 unconnected molecules or ions with the total composition C49H53F7N3, with ωB97M-V/def2-TZVPD.

Positions of all 112 atoms, in Å:
C  0.60  2.97  -2.42
C  0.48  1.87  -1.26
C  -0.83  2.15  -0.40
C  1.79  1.85  -0.41
C  2.88  0.73  -0.88
C  2.61  -0.56  0.05
C  3.16  -0.70  1.45
N  2.83  -1.80  2.12
N  2.11  -2.81  1.78
C  1.56  -2.78  0.57
C  0.63  -4.00  0.15
C  -0.73  -3.82  0.98
C  -1.74  -2.85  0.31
F  -1.63  -1.53  0.82
C  1.77  -1.70  -0.41
C  1.13  -1.81  -1.83
N  1.91  -2.87  -2.53
H  -0.01  2.58  -3.28
H  0.19  3.92  -2.03
H  1.65  3.04  -2.77
H  0.28  0.90  -1.78
H  -1.40  3.02  -0.82
H  -0.62  2.25  0.68
H  -1.51  1.27  -0.50
H  1.49  1.56  0.63
H  2.25  2.87  -0.30
H  2.73  0.46  -1.94
H  3.91  1.12  -0.69
H  3.78  0.09  1.91
H  3.23  -1.85  3.07
H  1.11  -4.97  0.38
H  0.34  -3.92  -0.92
H  -1.16  -4.79  1.27
H  -0.40  -3.32  1.93
H  -2.76  -3.19  0.58
H  -1.68  -2.82  -0.80
H  0.06  -2.09  -1.73
H  1.27  -0.89  -2.44
H  1.31  -3.65  -2.79
H  2.34  -2.46  -3.35
F  2.01  -0.42  -6.31
C  0.69  -0.19  -6.52
C  -0.10  0.20  -5.45
C  -1.45  0.44  -5.67
C  -1.99  0.28  -6.94
C  -1.18  -0.11  -8.00
C  0.17  -0.34  -7.79
H  0.34  0.30  -4.47
H  -2.08  0.75  -4.85
H  -3.04  0.47  -7.11
H  -1.60  -0.23  -8.99
H  0.82  -0.64  -8.60
F  -2.47  -3.28  8.06
C  -1.70  -3.16  6.97
C  -1.38  -4.29  6.24
C  -0.59  -4.16  5.11
C  -0.12  -2.91  4.72
C  -0.45  -1.79  5.46
C  -1.25  -1.91  6.59
H  -1.74  -5.26  6.56
H  -0.33  -5.04  4.52
H  0.49  -2.83  3.82
H  -0.09  -0.81  5.17
H  -1.53  -1.05  7.18
F  -0.86  3.77  2.82
C  -1.83  4.70  2.72
C  -3.13  4.36  3.01
C  -4.13  5.32  2.91
C  -3.80  6.61  2.51
C  -2.49  6.94  2.21
C  -1.49  5.98  2.32
H  -3.37  3.35  3.31
H  -5.15  5.07  3.14
H  -4.58  7.36  2.42
H  -2.24  7.95  1.90
H  -0.46  6.23  2.11
F  -4.52  3.61  -0.72
C  -5.55  2.80  -0.37
C  -6.62  2.67  -1.24
C  -7.68  1.84  -0.89
C  -7.65  1.16  0.33
C  -6.58  1.32  1.19
C  -5.51  2.14  0.83
H  -6.62  3.21  -2.18
H  -8.52  1.72  -1.56
H  -8.48  0.52  0.60
H  -6.56  0.79  2.14
H  -4.66  2.26  1.49
F  2.25  -8.22  -3.70
C  3.25  -7.32  -3.65
C  4.48  -7.66  -4.19
C  5.52  -6.73  -4.15
C  5.31  -5.49  -3.56
C  4.07  -5.17  -3.02
C  3.03  -6.09  -3.07
H  4.63  -8.63  -4.64
H  6.48  -6.98  -4.58
H  6.12  -4.77  -3.53
H  3.91  -4.20  -2.56
H  2.06  -5.86  -2.66
F  3.83  2.12  1.59
C  3.80  3.14  2.49
C  2.60  3.46  3.09
C  2.55  4.50  4.00
C  3.71  5.21  4.30
C  4.91  4.88  3.68
C  4.96  3.83  2.78
H  1.71  2.90  2.83
H  1.61  4.76  4.48
H  3.67  6.03  5.01
H  5.81  5.44  3.91
H  5.89  3.55  2.29

Output
Max |F| in eV/A: 4.2
HOMO in eV: -10.840
Net charge: +1
Gap between HOMO and LUMO in eV: 6.97
M in g mol⁻¹: 817.0

Atom charges from the Mulliken analysis, given in e for atoms 1 to 4: C -1.415; C 1.766; C -1.224; C -0.819